Entry 1:
{
  "formula": "C5H8N",
  "method": "ωB97M-V with the def2-TZVPD basis set",
  "elements": ["C", "C", "C", "C", "C", "N", "H", "H", "H", "H", "H", "H", "H", "H"],
  "xyz": [[1.18023, 1.02628, -1.53095], [1.12958, 0.20805, 1.11744], [0.02276, 0.18423, -1.09569], [0.11691, -0.09524, 0.38166], [-1.11867, -0.72075, 0.98962], [2.15870, 1.35428, -0.84934], [1.16806, 1.37656, -2.56329], [1.62239, 0.17940, 2.06051], [-0.93121, 0.65621, -1.34332], [0.04862, -0.75864, -1.65798], [2.10289, 0.98424, 0.18901], [-0.91777, -1.12657, 1.97524], [-1.48063, -1.51453, 0.34262], [-1.87937, 0.05530, 1.06991]],
  "nbo_charge": [0.1398, 0.0913, -0.4803, -0.0235, -0.5970, -0.3040, 0.2753, 0.2852, 0.2836, 0.2915, 0.2700, 0.2515, 0.2550, 0.2617],
  "e_above_lowest_kcal_mol": 99.04,
  "fmax_ev_per_a": 1.4,
  "mol_weight_g_mol": 82.126,
  "homo_energy_ev": -16.2,
  "total_charge": 1,
  "e_lumo_ev": -7.083,
  "orbital_gap_ev": 9.115,
  "energy_ha": -249.66731
}

=====

Entry 2:
{
  "formula": "C9H20AsF9O9SV",
  "method": "ωB97M-V with the def2-TZVPD basis set",
  "elements": ["O", "V", "O", "C", "F", "F", "F", "S", "O", "O", "O", "As", "F", "F", "F", "F", "F", "F", "C", "O", "C", "C", "O", "C", "H", "H", "H", "H", "H", "H", "H", "H", "H", "H", "C", "O", "C", "C", "O", "C", "H", "H", "H", "H", "H", "H", "H", "H", "H", "H"],
  "xyz": [[11.47143, -4.03161, -1.62760], [11.74215, -2.41079, -1.88745], [12.03031, -1.69092, -0.52448], [9.91943, -3.40578, -6.12473], [9.24051, -4.13845, -5.27033], [10.02063, -3.92726, -7.36243], [9.44548, -2.21056, -6.27085], [11.75484, -3.24254, -5.41971], [12.26326, -2.17929, -6.29833], [11.60312, -2.69969, -4.04045], [12.41746, -4.57102, -5.47476], [15.60700, -2.20962, -2.22604], [17.42051, -2.13932, -1.92906], [15.81466, -1.56497, -3.87235], [13.81841, -2.16515, -2.44755], [15.29706, -2.88969, -0.56055], [15.42827, -0.52261, -1.63722], [15.65018, -3.89825, -2.78015], [8.55158, -2.82164, -1.33613], [9.63356, -1.98886, -1.84561], [9.24721, -0.90579, -2.76792], [10.26304, 0.26205, -2.75343], [11.69181, -0.20834, -2.75891], [12.63329, 0.75629, -3.03698], [7.95033, -3.24546, -2.14047], [7.89325, -2.25786, -0.67519], [8.88870, -3.73825, -0.85209], [8.25028, -0.57055, -2.48182], [9.05767, -1.20504, -3.79876], [10.16410, 0.98187, -1.94092], [10.19417, 0.91105, -3.62646], [12.54890, 1.60222, -2.35479], [12.60837, 1.12412, -4.06274], [13.64697, 0.41482, -2.82738], [10.76425, -0.43313, 3.42254], [9.92470, 0.45367, 2.69492], [10.38877, 0.95528, 1.46153], [9.51052, 2.11891, 1.01293], [10.19527, 2.95119, 0.00848], [9.44519, 4.03540, -0.61750], [10.31359, -0.76730, 4.35706], [11.79947, -0.12457, 3.56822], [10.78756, -1.34604, 2.82744], [10.55105, 0.16611, 0.72737], [11.41103, 1.33344, 1.47048], [9.24677, 2.75799, 1.85561], [8.60388, 1.72901, 0.55026], [8.63806, 3.64924, -1.24001], [10.04333, 4.57491, -1.35184], [9.06723, 4.77318, 0.09026]],
  "nbo_charge": [-0.4937, 1.4203, -0.4527, 0.7557, -0.3168, -0.3246, -0.3147, 2.2707, -0.9668, -1.0231, -0.9212, 2.7970, -0.6188, -0.6042, -0.6062, -0.6160, -0.6232, -0.5967, -0.2452, -0.5313, -0.0882, -0.0898, -0.5556, -0.2538, 0.1876, 0.1823, 0.2379, 0.1921, 0.2118, 0.1992, 0.2007, 0.1647, 0.1740, 0.2465, -0.2490, -0.5496, -0.0945, -0.0625, -0.5654, -0.2488, 0.1868, 0.1772, 0.1771, 0.1888, 0.1789, 0.1773, 0.1582, 0.1626, 0.1953, 0.1700],
  "fmax_ev_per_a": 4.7,
  "mol_weight_g_mol": 601.165,
  "homo_energy_ev": -7.0,
  "total_charge": -1,
  "e_lumo_ev": 1.954,
  "orbital_gap_ev": 8.914,
  "energy_ha": -5508.97801
}

=====

Entry 3:
{
  "formula": "C36H66Cl4N12",
  "method": "ωB97M-V with the def2-TZVPD basis set",
  "elements": ["C", "C", "N", "C", "C", "N", "C", "C", "H", "H", "H", "H", "H", "H", "H", "H", "H", "H", "H", "C", "C", "N", "C", "C", "N", "C", "C", "H", "H", "H", "H", "H", "H", "H", "H", "H", "H", "H", "C", "C", "N", "C", "C", "N", "C", "C", "H", "H", "H", "H", "H", "H", "H", "H", "H", "H", "H", "C", "C", "N", "C", "C", "N", "C", "C", "H", "H", "H", "H", "H", "H", "H", "H", "H", "H", "H", "C", "C", "N", "C", "C", "N", "C", "C", "H", "H", "H", "H", "H", "H", "H", "H", "H", "H", "H", "C", "C", "N", "C", "C", "N", "C", "C", "H", "H", "H", "H", "H", "H", "H", "H", "H", "H", "H", "Cl", "Cl", "Cl", "Cl"],
  "xyz": [[-5.28189, -1.76350, -4.30523], [-5.58841, -2.95548, -5.35110], [-6.32659, -4.18064, -4.88688], [-6.88470, -5.12879, -5.71854], [-7.38872, -6.15708, -4.87093], [-7.01376, -5.85259, -3.52292], [-6.43762, -4.56570, -3.54990], [-7.13401, -6.72193, -2.44039], [-4.31453, -1.81483, -3.80555], [-6.09402, -1.55474, -3.60883], [-5.16255, -0.87122, -4.91980], [-4.65772, -3.28820, -5.81067], [-6.14069, -2.41018, -6.11644], [-6.97503, -4.97123, -6.78316], [-8.03853, -6.98793, -5.10297], [-6.08474, -3.96897, -2.72177], [-7.62543, -7.67432, -2.63927], [-7.70785, -6.28839, -1.62133], [-6.11314, -6.84445, -2.07855], [4.79906, -0.37389, 7.46820], [4.58095, 1.13975, 7.53035], [4.52690, 1.70575, 6.21627], [3.46136, 1.69794, 5.36263], [3.83999, 2.31483, 4.13681], [5.19844, 2.74323, 4.24567], [5.55075, 2.35274, 5.57448], [6.12230, 3.12203, 3.21253], [5.83606, -0.70543, 7.52120], [4.23873, -0.87429, 6.67843], [4.49907, -0.77664, 8.43562], [5.38790, 1.52614, 8.15295], [3.75276, 1.27515, 8.22596], [2.52122, 1.18186, 5.48988], [3.28091, 2.50299, 3.23215], [6.43551, 2.67939, 6.10069], [7.11968, 3.02851, 3.64216], [5.97608, 4.14180, 2.85645], [6.01725, 2.31785, 2.48428], [2.65432, -2.51326, 4.48697], [3.69338, -2.25478, 3.44749], [3.22069, -1.75590, 2.23347], [3.96998, -0.90070, 1.37670], [3.33231, -0.94251, 0.13433], [2.20553, -1.73135, 0.29930], [2.06493, -2.12904, 1.60458], [1.10896, -2.01964, -0.72081], [2.99019, -2.64103, 5.51603], [2.11841, -3.45376, 4.35913], [1.88305, -1.74803, 4.57452], [4.23416, -3.16003, 3.17150], [4.33465, -1.49616, 3.89623], [4.90099, -0.48216, 1.72949], [3.44645, -0.39328, -0.78856], [1.39517, -2.83910, 2.06679], [1.42590, -2.82438, -1.38417], [0.79040, -1.17839, -1.33637], [0.24737, -2.40482, -0.17545], [-2.07754, -0.96216, -11.37963], [-0.83488, -1.73999, -11.02484], [-0.85802, -2.21597, -9.67192], [-0.58711, -3.49980, -9.24550], [-0.63157, -3.37864, -7.85462], [-0.81330, -2.09899, -7.38603], [-1.02056, -1.32867, -8.51184], [-0.95281, -1.66345, -5.98868], [-2.89302, -1.67609, -11.49533], [-1.89634, -0.48817, -12.34430], [-2.39668, -0.30129, -10.57371], [-0.02693, -1.01466, -11.12091], [-0.80762, -2.64520, -11.63143], [-0.60610, -4.39249, -9.85308], [-0.42579, -4.16621, -7.14485], [-1.19658, -0.26773, -8.61099], [-1.87180, -1.11814, -5.77373], [-0.04843, -1.06828, -5.86234], [-0.94270, -2.54021, -5.34115], [1.03124, 3.73679, 9.75353], [-0.06682, 4.42102, 8.87122], [0.41852, 4.70641, 7.47899], [1.49085, 5.53947, 7.30748], [1.70028, 5.63330, 5.84921], [0.63356, 5.00716, 5.27321], [-0.03132, 4.33111, 6.27455], [0.25779, 4.89955, 3.86338], [1.46448, 4.43357, 10.47109], [1.73588, 3.10029, 9.21832], [0.75250, 2.88082, 10.36812], [-0.42935, 5.35998, 9.28958], [-0.99827, 3.88153, 9.04285], [1.89701, 6.08124, 8.14886], [2.11661, 6.36011, 5.16744], [-0.81631, 3.58941, 6.26617], [0.23998, 5.92122, 3.48395], [-0.77326, 4.57862, 3.71489], [0.99347, 4.25200, 3.38636], [1.50251, 2.82070, 0.69542], [0.41244, 3.17495, -0.30957], [-0.42353, 2.06780, -0.57663], [-0.87615, 1.11771, 0.22820], [-1.61848, 0.15321, -0.54865], [-1.76019, 0.63710, -1.76451], [-1.12283, 1.86220, -1.76245], [-2.38468, -0.09582, -2.83392], [1.07901, 2.61214, 1.67789], [2.16478, 3.63424, 0.99150], [2.18079, 2.05669, 0.31553], [0.95414, 3.47920, -1.20516], [-0.10043, 3.97477, 0.22463], [-0.71177, 1.01401, 1.29057], [-2.10356, -0.76855, -0.26326], [-1.04553, 2.50883, -2.62402], [-3.28402, -0.54016, -2.40748], [-1.69757, -0.91465, -3.04723], [-2.42550, 0.51156, -3.73809], [-1.73848, -3.60313, -2.37936], [3.50049, 5.66557, 2.37049], [-3.03543, 4.35832, -2.67663], [-0.38701, 1.99510, -5.27564]],
  "mulliken_charge": [-1.1803, -0.4793, 0.1730, -0.3388, -0.3616, 0.1579, -0.3037, -0.7811, 0.0969, 0.4677, 0.5013, 0.4226, 0.3371, 0.4413, 0.4141, 0.4270, 0.3103, 0.3189, 0.3599, -0.9179, -0.3240, 0.3711, -0.7888, -0.8528, 0.3076, -0.2220, -0.7922, 0.3516, 0.0371, 0.4516, 0.4225, -0.0312, 0.5091, 1.0569, 0.4042, 0.3699, 0.2607, 0.2757, -1.5417, -0.0828, 0.2881, -0.3731, -0.6361, 0.1934, -0.1428, -0.9484, 0.3511, 0.4379, 0.4131, 0.2808, 0.2725, 0.5676, 0.5020, 0.4116, 0.3138, 0.3407, 0.2741, -1.1566, -0.2255, 0.2239, -0.2529, -0.3890, 0.1635, -0.4319, -0.6813, 0.3128, 0.3491, 0.3696, 0.2801, 0.2617, 0.3942, 0.4432, 0.4571, 0.2204, 0.3195, 0.2608, -0.8017, -0.5831, 0.1645, -0.5093, -0.3923, 0.1953, -0.0909, -0.9998, 0.3439, 0.0296, 0.4148, 0.3874, 0.3767, 0.4791, 0.4262, 0.4249, 0.3235, 0.3579, 0.3576, -0.7904, -0.4501, 0.5515, -0.4462, -0.6248, 0.4758, -0.8763, -0.7647, 0.1332, 0.3981, 0.1731, 0.4087, 0.2087, 0.3486, 0.4556, 0.4341, 0.2372, 0.2079, 0.4274, -0.8254, -0.7175, -0.7980, -0.7843],
  "e_above_lowest_kcal_mol": 114.79,
  "fmax_ev_per_a": 6.8,
  "mol_weight_g_mol": 808.820,
  "homo_energy_ev": -8.3,
  "total_charge": 2,
  "e_lumo_ev": -4.604,
  "orbital_gap_ev": 3.672,
  "energy_ha": -3908.38219
}

=====

Entry 4:
{
  "formula": "C6H10O",
  "method": "ωB97M-V with the def2-TZVPD basis set",
  "elements": ["C", "C", "O", "C", "C", "C", "C", "H", "H", "H", "H", "H", "H", "H", "H", "H", "H"],
  "xyz": [[-2.14671, -0.45159, 0.24372], [-0.82726, -0.10644, -0.46834], [-0.52826, 1.19368, 0.02122], [0.79038, 1.49960, -0.35938], [1.54990, 0.20505, -0.19384], [1.20952, -0.67035, 0.97967], [0.53233, -0.90009, -0.33028], [-2.84668, 0.39973, 0.19151], [-1.97146, -0.61894, 1.31133], [-2.66724, -1.31365, -0.18108], [-0.91343, -0.12252, -1.55972], [0.80147, 1.81118, -1.41745], [1.14703, 2.32194, 0.26408], [2.54657, 0.14905, -0.62566], [0.54069, -0.28482, 1.74158], [1.97832, -1.35048, 1.33490], [0.80484, -1.76137, -0.95227]],
  "nbo_charge": [-0.6239, 0.1036, -0.5289, -0.0628, -0.2571, -0.4313, -0.2544, 0.2269, 0.2116, 0.2102, 0.1610, 0.1624, 0.1912, 0.2233, 0.2200, 0.2220, 0.2264],
  "e_above_lowest_kcal_mol": 20.04,
  "fmax_ev_per_a": 0.8,
  "mol_weight_g_mol": 98.145,
  "homo_energy_ev": -9.7,
  "total_charge": 0,
  "smiles": "C[C@H]1OC[C@H]2C[C@H]21",
  "e_lumo_ev": 1.150,
  "orbital_gap_ev": 10.871,
  "energy_ha": -309.81043
}